This record from OMol25 describes 2 unconnected molecules or ions with the total composition C6H14N2O2 in a non-equilibrium geometry. The level of theory is ωB97M-V/def2-TZVPD.

Computed properties:
HOMO-LUMO gap, eV: 10.23
Charge: 0
HOMO level, eV: -9.8
SMILES: CNC(C)=O.CNC(C)=O
Energy above the lowest of the compared OMol25 structures with the same formula, charge and spin, eV: 1.017

Element x y z (Å)
1 C -0.32810 1.71453 -2.86256
2 N 0.47700 1.17625 -1.79968
3 C 1.61301 1.80860 -1.35629
4 C 2.22344 1.21450 -0.13046
5 O 1.96660 2.86393 -1.84414
6 H -1.22999 2.21555 -2.49022
7 H 0.25047 2.54480 -3.26889
8 H -0.67221 1.09348 -3.68605
9 H 0.31722 0.21762 -1.54141
10 H 1.79695 0.23349 0.10894
11 H 3.29550 1.10718 -0.16841
12 H 1.99297 1.75210 0.79044
13 C -0.43768 -0.24530 2.77764
14 N -1.29217 -1.01736 1.89543
15 C -0.79282 -2.20262 1.37662
16 C -1.59942 -2.69493 0.17539
17 O 0.20315 -2.73347 1.80194
18 H 0.10928 -0.97006 3.38103
19 H 0.30847 0.39688 2.30766
20 H -0.99440 0.34717 3.49516
21 H -1.75690 -0.46985 1.22616
22 H -0.92705 -3.19589 -0.49064
23 H -2.40597 -3.28860 0.60906
24 H -2.11736 -1.86802 -0.30671

---

This record from OMol25 describes a molecular structure, C9H7NO in a non-equilibrium geometry. The level of theory is ωB97M-V/def2-TZVPD.

Computed properties:
HOMO-LUMO gap, eV: 9.32
Charge: 0
HOMO level, eV: -8.7
Energy above the lowest of the compared OMol25 structures with the same formula, charge and spin, eV: 3.296

Element x y z (Å)
1 C -0.28498 -1.77807 2.63882
2 C -0.30879 -0.40217 2.80313
3 C -0.13044 0.44574 1.62043
4 C -0.03743 -0.20287 0.41576
5 C -0.08403 -1.61164 0.24145
6 C -0.11544 -2.41983 1.41228
7 C 0.07318 0.67444 -0.77991
8 C 0.29088 2.31947 -2.21855
9 C 0.28240 1.09838 -2.91488
10 H -0.30682 -2.54490 3.78055
11 H -0.47547 0.35104 3.70383
12 H -0.24676 1.50183 1.64790
13 H -0.09994 -2.14218 -0.83587
14 H -0.25346 -3.53902 1.34493
15 H 0.33932 3.25193 -2.75946
16 H 0.63608 0.60030 -4.07822
17 N 0.12606 1.95372 -0.87810
18 O 0.17656 0.01304 -1.99603

---

This record from OMol25 describes C5H7NO in the gas phase. The level of theory is ωB97M-V/def2-TZVPD.

Computed properties:
HOMO-LUMO gap, eV: 9.61
Charge: 0
HOMO level, eV: -8.7
SMILES: C[C@H]1C=CNC1=O
Energy above the lowest of the compared OMol25 structures with the same formula, charge and spin, eV: 0.301

Element x y z (Å)
1 C 1.83623 0.28211 -0.48275
2 C 0.35641 -0.05463 -0.42670
3 C -0.14415 -1.13314 0.49980
4 C -1.41280 -0.87149 0.81352
5 N -1.79474 0.36356 0.26603
6 C -0.66045 1.05169 -0.15770
7 O -0.57027 2.24888 -0.29221
8 H 2.38014 -0.60637 -0.82630
9 H 2.24924 0.58604 0.48285
10 H 2.01335 1.08469 -1.20572
11 H 0.06239 -0.37489 -1.44231
12 H 0.42526 -1.98514 0.82316
13 H -2.12715 -1.45348 1.38650
14 H -2.61345 0.86216 0.56182

---

This record from OMol25 describes 7 unconnected molecules or ions with the total composition C56H42BrFNO27P in a non-equilibrium geometry. The level of theory is ωB97M-V/def2-TZVPD.

Computed properties:
HOMO-LUMO gap, eV: 6.81
Charge: 0
HOMO level, eV: -8.5
SMILES: CP(C)c1cc(Br)c(CC(=O)F)c2c1C(=O)N(CCc1ccccc1)C2=O.O=C1C=C(O)C(=O)C=C1O.O=C1C=C(O)C(=O)C=C1O.O=C1C=C(O)C(=O)C=C1O.O=C1C=C(O)C(=O)C=C1O.O=C1C=C(O)C(=O)C=C1O.O=C1C=C(O)C(=O)C=C1O

Element x y z (Å)
1 C 4.67855 -5.73214 4.55213
2 P 3.56708 -5.96733 3.06052
3 C 4.75801 -6.66891 1.79932
4 C 3.19667 -4.28589 2.40544
5 C 3.40525 -3.99665 1.05806
6 C 3.17590 -2.74733 0.53415
7 Br 3.52239 -2.47723 -1.33457
8 C 2.71625 -1.70046 1.33637
9 C 2.49522 -0.29151 0.78888
10 C 1.22195 0.38562 1.27288
11 O 1.18365 1.56730 1.48093
12 F 0.14974 -0.40022 1.48647
13 C 2.47959 -2.00980 2.64829
14 C 2.70207 -3.27964 3.21570
15 C 2.32018 -3.25951 4.69591
16 O 2.59091 -4.00406 5.59688
17 N 1.55787 -2.06387 4.80706
18 C 0.11245 -2.23090 5.03685
19 C -0.72037 -2.40645 3.74873
20 C -1.95845 -3.28469 3.89224
21 C -2.63972 -3.59209 2.72434
22 C -3.78665 -4.34919 2.71582
23 C -4.28713 -4.83679 3.91573
24 C -3.60862 -4.55479 5.07874
25 C -2.45626 -3.79143 5.07610
26 C 1.99636 -1.14799 3.81569
27 O 2.00116 0.04294 3.98003
28 H 5.47274 -6.48608 4.51862
29 H 4.10307 -5.86722 5.46773
30 H 5.07682 -4.71175 4.48402
31 H 5.47070 -5.85969 1.55885
32 H 4.25749 -6.93859 0.86629
33 H 5.33159 -7.47985 2.25404
34 H 3.76223 -4.76743 0.38107
35 H 3.38073 0.32737 0.95517
36 H 2.39258 -0.40104 -0.30291
37 H -0.03178 -3.06289 5.73463
38 H -0.23605 -1.33870 5.57601
39 H -1.06666 -1.41485 3.42681
40 H -0.12124 -2.81446 2.92330
41 H -2.24994 -3.22554 1.77226
42 H -4.27985 -4.52945 1.76292
43 H -5.20242 -5.42513 3.89003
44 H -4.02233 -4.96340 5.99946
45 H -1.95844 -3.57774 6.02017
46 O -0.88146 2.81278 0.17192
47 C -0.82678 3.72454 -0.62764
48 C -2.01777 4.34262 -1.20459
49 C -1.90225 5.33511 -2.09294
50 O -2.96772 5.92770 -2.64101
51 C -0.56374 5.84467 -2.53130
52 O -0.51966 6.73844 -3.35737
53 C 0.62569 5.24660 -1.94211
54 C 0.51695 4.25535 -1.04930
55 O 1.59916 3.69161 -0.49456
56 H -2.97740 3.96461 -0.88243
57 H -2.60972 6.60474 -3.24522
58 H 1.58149 5.63286 -2.25315
59 H 1.27887 3.00048 0.11890
60 O -8.00818 2.87809 3.49966
61 C -7.16598 2.69309 2.64235
62 C -7.49021 2.51888 1.23234
63 C -6.51693 2.30216 0.34017
64 O -6.76838 2.13960 -0.95961
65 C -5.07651 2.22795 0.75052
66 O -4.23447 2.01014 -0.10111
67 C -4.74928 2.42515 2.15455
68 C -5.72242 2.64538 3.04724
69 O -5.46835 2.83308 4.34167
70 H -8.53207 2.57235 0.94963
71 H -5.89975 1.99842 -1.38108
72 H -3.70507 2.38615 2.43346
73 H -6.33713 2.96767 4.76510
74 O -6.64072 -6.87446 3.58070
75 C -7.08996 -7.95171 3.23308
76 C -6.30497 -8.94402 2.51519
77 C -6.86225 -10.10421 2.14589
78 O -6.18024 -11.04075 1.48965
79 C -8.29677 -10.42020 2.45043
80 O -8.75342 -11.48209 2.07425
81 C -9.07504 -9.43541 3.18991
82 C -8.51637 -8.27753 3.56157
83 O -9.19153 -7.35003 4.24088
84 H -5.27310 -8.70373 2.29988
85 H -6.80932 -11.77249 1.34269
86 H -10.10245 -9.68092 3.41872
87 H -8.56533 -6.61533 4.38207
88 O -4.48874 -2.39260 -0.40846
89 C -4.51171 -2.92978 -1.49873
90 C -5.06331 -4.25982 -1.72023
91 C -5.04309 -4.80171 -2.94379
92 O -5.53856 -6.01410 -3.19107
93 C -4.45782 -4.07364 -4.11725
94 O -4.45110 -4.62433 -5.20153
95 C -3.92762 -2.73451 -3.90052
96 C -3.95063 -2.19065 -2.67730
97 O -3.47784 -0.96781 -2.43576
98 H -5.48060 -4.77571 -0.86674
99 H -5.39900 -6.16720 -4.14486
100 H -3.52420 -2.21311 -4.75707
101 H -3.60923 -0.81365 -1.48026
102 O 8.02653 7.61355 -3.44802
103 C 6.97122 7.28978 -2.93753
104 C 6.65768 5.92406 -2.54393
105 C 5.46723 5.63851 -2.00171
106 O 5.13498 4.40426 -1.62374
107 C 4.42803 6.69742 -1.78613
108 O 3.36077 6.36610 -1.30578
109 C 4.74968 8.06672 -2.15789
110 C 5.94156 8.35344 -2.69713
111 O 6.28175 9.59199 -3.05155
112 H 7.41511 5.17038 -2.70703
113 H 4.22611 4.46740 -1.26654
114 H 3.99752 8.82262 -1.98120
115 H 7.18789 9.53033 -3.41500
116 O 9.37165 10.32754 -5.24454
117 C 9.49952 9.73749 -6.30235
118 C 9.09645 8.35242 -6.49477
119 C 9.27634 7.75608 -7.67930
120 O 8.91830 6.49033 -7.89863
121 C 9.89577 8.47915 -8.83747
122 O 10.05179 7.88136 -9.88511
123 C 10.27887 9.87301 -8.65170
124 C 10.09464 10.46980 -7.46804
125 O 10.42800 11.74345 -7.25557
126 H 8.65266 7.84278 -5.65119
127 H 9.15679 6.30541 -8.82653
128 H 10.70846 10.38946 -9.49846
129 H 10.19534 11.92599 -6.32575

---

This record from OMol25 describes 2 unconnected molecules or ions with the total composition C8H9O3P in a non-equilibrium geometry. The level of theory is ωB97M-V/def2-TZVPD.

Computed properties:
HOMO-LUMO gap, eV: 6.06
Charge: -2
HOMO level, eV: 0.1

Element x y z (Å)
1 C -1.80434 -1.69240 0.26158
2 C -1.05745 -1.45052 1.42946
3 C -1.43286 -1.29064 -0.96409
4 C -0.07132 -0.55255 1.26516
5 C -0.11319 2.91697 -0.51295
6 C -0.42419 2.12610 0.46056
7 C -0.18292 -0.66462 -1.13841
8 C 0.35897 -0.00580 0.10358
9 O 2.65248 0.50065 -1.39848
10 O 2.94957 0.64053 1.15916
11 O 2.64664 -1.66787 0.02219
12 P 2.41956 -0.15474 -0.04487
13 H -2.69781 -2.37368 0.27832
14 H -1.19779 -2.15913 2.18113
15 H -2.18173 -1.34858 -1.72563
16 H 0.40661 -0.12894 2.22160
17 H -0.24584 3.97854 -0.41755
18 H 0.12404 2.38500 -1.39014
19 H -0.80887 2.30448 1.55827
20 H 0.74379 -1.28581 -1.33694
21 H -0.08336 -0.07700 -2.01196

---

This record from OMol25 describes 2 unconnected molecules or ions with the total composition C32H37N4O in a non-equilibrium geometry. The level of theory is ωB97M-V/def2-TZVPD.

Computed properties:
HOMO-LUMO gap, eV: 5.07
Charge: +1
HOMO level, eV: -9.0
Energy above the lowest of the compared OMol25 structures with the same formula, charge and spin, eV: 0.000

Element x y z (Å)
1 C 2.64152 0.20328 4.27125
2 C 2.63186 0.44033 2.77518
3 N 1.91380 1.63858 2.35075
4 C 2.70254 2.87854 2.26088
5 C 3.20666 3.18528 0.86216
6 C 0.53237 1.60552 2.29839
7 C -0.12143 2.73943 1.74222
8 N -1.49568 2.78690 1.59621
9 C -2.33940 2.12274 2.46752
10 C -3.70661 2.27838 2.35349
11 C -4.24739 3.06600 1.33714
12 C -3.37791 3.69906 0.44074
13 C -2.01594 3.57245 0.58407
14 O -0.06949 0.57479 2.69584
15 H 3.20114 -0.71209 4.48440
16 H 3.12469 1.03717 4.79365
17 H 1.61890 0.08683 4.64539
18 H 3.65649 0.57182 2.40634
19 H 2.18495 -0.42162 2.26562
20 H 2.08907 3.71499 2.62503
21 H 3.55171 2.75488 2.94492
22 H 3.77285 4.12088 0.88463
23 H 3.86690 2.38711 0.50242
24 H 2.37835 3.29764 0.15685
25 H 0.44416 3.51518 1.23031
26 H -1.86713 1.49214 3.21078
27 H -4.32817 1.77078 3.08712
28 H -5.32255 3.19372 1.24317
29 H -3.74487 4.31637 -0.37771
30 H -1.27200 4.05085 -0.05280
31 C 0.43140 -2.93415 2.34676
32 C 0.97692 -2.58869 1.02936
33 N 2.28210 -2.78578 0.70499
34 C 3.26839 -3.37125 1.59700
35 C 2.52397 -2.40062 -0.61578
36 C 1.28730 -1.99184 -1.17501
37 C 1.22905 -1.76815 -2.54240
38 C 2.41429 -1.79837 -3.29115
39 C 3.63550 -2.16984 -2.70699
40 C 3.69932 -2.50723 -1.34548
41 C 0.29374 -2.06574 -0.10531
42 C -1.07848 -1.82342 -0.16468
43 C -1.75888 -1.21174 -1.23300
44 C -2.95351 -1.68533 -1.84103
45 C -3.77404 -2.84671 -1.46330
46 N -3.22773 -0.91616 -2.92539
47 C -4.35428 -1.12723 -3.81921
48 C -2.29670 0.11983 -3.03650
49 C -1.37177 -0.02635 -1.96975
50 C -0.31267 0.86640 -1.86406
51 C -0.17719 1.86307 -2.83763
52 C -1.07589 1.96012 -3.91519
53 C -2.15684 1.07258 -4.03392
54 H -0.62649 -2.65378 2.34181
55 H 0.51162 -4.01493 2.55960
56 H 0.92542 -2.38175 3.16480
57 H 4.22530 -3.42033 1.07779
58 H 3.37595 -2.75639 2.50200
59 H 2.96729 -4.38474 1.89692
60 H 0.26861 -1.57553 -3.01349
61 H 2.38587 -1.54018 -4.35139
62 H 4.53669 -2.21263 -3.31582
63 H 4.61630 -2.83426 -0.85969
64 H -1.68464 -2.23638 0.64396
65 H -3.30640 -3.27840 -0.57241
66 H -4.80683 -2.55209 -1.21711
67 H -3.81292 -3.61635 -2.25155
68 H -4.32847 -0.36586 -4.59931
69 H -4.30600 -2.12227 -4.28264
70 H -5.29835 -1.04864 -3.26375
71 H 0.38129 0.77368 -1.03018
72 H 0.65149 2.56998 -2.77195
73 H -0.92858 2.72810 -4.67199
74 H -2.86055 1.09144 -4.86386

---

What is the HOMO-LUMO gap in the fourth record?
6.81 eV